# 1
A 10-piece molecular cluster, C30H59NO10S overall at a distorted geometry. Source: the OMol25 dataset; level of theory: ωB97M-V/def2-TZVPD.

Results
**SMILES string**: O=S1(=O)CCCC1.CC(C)=O.CC(C)=O.CC(C)=O.CC(C)=O.CC(C)=O.CC(C)=O.CC(C)=O.CC(C)=O.CC#N
**Maximum force**: 1.44 eV Å⁻¹
**ΔE to the lowest compared entry with this formula, charge and spin**: 0.0 kJ/mol
**Gap between HOMO and LUMO**: 9.44 eV
**HOMO level**: -9.1 eV

Structure (XYZ):
```
101
C30H59NO10S, DFT ωB97M-V/def2-TZVPD
C -1.83279 1.78151 -3.40165
C -3.07794 2.63323 -3.38757
O -3.60709 2.99622 -4.40902
C -3.62742 3.03489 -2.04717
H -1.16286 2.01309 -2.57267
H -1.29936 2.04253 -4.31948
H -2.05416 0.71434 -3.42710
H -4.46274 2.36440 -1.83495
H -4.00123 4.05828 -2.03081
H -2.89388 2.94037 -1.24644
C -1.20116 -0.48651 0.77821
C 0.07786 -0.06081 0.12814
O 0.19545 0.99145 -0.44243
C 1.25050 -0.98530 0.26804
H -2.01523 0.16849 0.48624
H -1.10892 -0.52174 1.86427
H -1.37621 -1.51447 0.43947
H 1.88520 -0.55684 1.05523
H 1.84956 -0.97625 -0.64081
H 0.97634 -1.97306 0.62831
C 1.05657 4.42678 -1.38944
C 1.60732 4.70888 -0.01741
O 1.45282 5.76533 0.53050
C 2.32305 3.55925 0.62527
H 1.77462 3.89822 -2.01221
H 0.64979 5.33058 -1.83982
H 0.18451 3.76555 -1.29625
H 2.86902 3.83463 1.52648
H 3.00115 3.07925 -0.07857
H 1.57103 2.81526 0.92085
C 3.35539 -3.99876 1.90672
C 2.63021 -5.27696 2.28511
O 1.46217 -5.40718 2.03889
C 3.34735 -6.28213 3.16081
H 3.91861 -4.17354 0.99085
H 4.09404 -3.75622 2.67020
H 2.55344 -3.28812 1.75862
H 3.59854 -5.78969 4.10425
H 4.27555 -6.64845 2.72043
H 2.68549 -7.11725 3.37549
C -6.19879 -0.76986 -0.88013
C -5.21636 -0.33322 0.18359
O -4.42955 0.54380 -0.05202
C -5.10471 -1.14436 1.43686
H -5.65445 -0.89756 -1.81371
H -6.84594 0.09881 -1.04837
H -6.77886 -1.63480 -0.57866
H -6.03922 -1.12978 2.00837
H -4.29917 -0.75366 2.05410
H -4.93064 -2.20005 1.21661
C -2.61814 -5.03214 -3.18940
C -3.06307 -3.58944 -3.16565
O -3.54055 -3.05806 -4.13742
C -2.86545 -2.83319 -1.86946
H -3.22051 -5.58744 -2.47103
H -1.57058 -5.05483 -2.88531
H -2.73217 -5.40859 -4.19926
H -1.80669 -2.71019 -1.63654
H -3.32477 -3.44182 -1.08297
H -3.33117 -1.85709 -1.96469
C 4.68214 0.62043 0.85658
C 5.08655 -0.06603 -0.41397
O 4.81147 -1.20558 -0.68847
C 5.86745 0.82573 -1.36588
H 4.28109 -0.04505 1.62035
H 3.86942 1.30282 0.60296
H 5.53677 1.14994 1.27498
H 5.96361 0.38512 -2.35402
H 6.88833 0.93005 -0.98650
H 5.37588 1.79914 -1.39705
C 2.63855 -1.81581 -3.48943
C 1.36347 -1.00331 -3.60585
O 0.29514 -1.46666 -3.29926
C 1.55023 0.45983 -3.96999
H 2.57649 -2.49241 -2.63547
H 3.51275 -1.18534 -3.38087
H 2.69934 -2.47982 -4.35759
H 2.50184 0.79271 -3.56713
H 0.71739 1.02985 -3.57548
H 1.56778 0.51682 -5.06231
C 2.48923 -2.85388 5.23757
C 1.39919 -2.11891 4.58564
N 0.52655 -1.57651 4.08296
H 2.65653 -3.81957 4.78052
H 2.10094 -2.97664 6.25252
H 3.38197 -2.23693 5.25978
C -1.26640 5.03611 2.33489
C -1.65564 4.12762 1.16663
C -2.36393 2.95115 1.79922
S -1.35921 2.56009 3.25282
O -0.38501 1.54172 2.94782
O -2.26469 2.41492 4.36477
C -0.50206 4.15219 3.32677
H -2.20788 5.32735 2.81746
H -0.74312 5.93351 2.02200
H -0.78702 3.77903 0.60110
H -2.27007 4.64912 0.43027
H -2.52939 2.03799 1.23363
H -3.32947 3.24566 2.21614
H 0.49518 3.94977 2.93762
H -0.52519 4.50798 4.35073
```

=====

# 2
C9H10F3NO2Re as an isolated structure at a distorted geometry. Source: the OMol25 dataset; level of theory: ωB97M-V/def2-TZVPD.

Results
**Maximum force**: 8.98 eV Å⁻¹
**ΔE to the lowest compared entry with this formula, charge and spin**: 0.0 kJ/mol
**Multiplicity**: 4
**Gap between HOMO and LUMO (alpha / beta)**: 8.32 / 6.95 eV
**HOMO level (alpha / beta)**: -7.8 / -8.4 eV

Structure (XYZ):
```
26
C9H10F3NO2Re, DFT ωB97M-V/def2-TZVPD
C -0.66486 -2.44597 -0.61718
C -1.58949 -2.16999 0.45387
C -0.82531 -1.99351 1.67332
C 0.58502 -2.10595 1.33421
C 0.67051 -2.40325 -0.08470
Re -0.27522 -0.54384 0.25933
N -0.11609 0.07525 -1.58673
C -1.18164 0.99603 -1.78207
C -1.93031 0.71743 -0.47498
H -1.25092 -1.78490 2.64297
H -2.66810 -2.17931 0.35851
H 1.42006 -1.95292 2.00141
H 1.56926 -2.59971 -0.65462
H -0.94584 -2.72115 -1.62587
H -2.79819 0.05263 -0.57207
H -1.64822 0.62604 -2.69688
H 0.68393 0.21063 -2.19802
H -2.01666 1.53657 0.24636
H -0.79290 2.04100 -1.86132
F 3.43936 3.23316 0.46902
C 2.41782 2.62672 1.10245
F 2.92229 1.63054 1.88264
F 1.78569 3.53465 1.90146
C 1.34605 2.02431 0.11930
O 1.36166 2.28886 -1.07544
O 0.50213 1.30668 0.78504
```

=====

# 3
A 4-piece molecular cluster, C2H12NO4 overall at a distorted geometry. Source: the OMol25 dataset; level of theory: ωB97M-V/def2-TZVPD.

Results
**Maximum force**: 1.27 eV Å⁻¹
**ΔE to the lowest compared entry with this formula, charge and spin**: 0.5 kJ/mol
**Gap between HOMO and LUMO**: 11.24 eV
**Net charge**: +1
**HOMO level**: -14.2 eV

Structure (XYZ):
```
19
C2H12NO4, DFT ωB97M-V/def2-TZVPD
O -1.57709 0.72493 -0.16920
C -1.67738 -0.10129 0.68927
C -0.48230 -0.83327 1.26619
N 0.74246 -0.48329 0.52269
H -2.64014 -0.38797 1.14499
H -0.35883 -0.70453 2.33169
H -0.76287 -1.86957 1.06749
H 0.91485 0.51131 0.69141
H 1.55014 -1.03887 0.80711
H 0.61831 -0.60718 -0.49080
H -1.08013 -1.17768 -2.68706
H -0.30540 -2.40087 -2.45109
O -0.53734 -1.57859 -1.99287
H 3.00795 0.14687 -1.52311
H 2.06589 -0.15439 -2.70554
O 2.11570 -0.14403 -1.74062
H 0.17099 2.67647 2.65800
H 0.78578 3.07299 1.25265
O 0.69073 2.37487 1.90342
```

=====

# 4
C42H53N13OSc as an isolated structure at a distorted geometry. Source: the OMol25 dataset; level of theory: ωB97M-V/def2-TZVPD.

Results
**Maximum force**: 4.18 eV Å⁻¹
**ΔE to the lowest compared entry with this formula, charge and spin**: 0.0 kJ/mol
**Gap between HOMO and LUMO**: 6.01 eV
**Net charge**: -1
**HOMO level**: -3.8 eV

Structure (XYZ):
```
110
C42H53N13OSc, DFT ωB97M-V/def2-TZVPD
Sc -0.63658 -0.58541 0.06538
C -2.32526 5.30520 0.52203
C -2.88058 4.48863 -0.64865
C -1.99656 3.40182 -1.03852
C -1.01343 3.34829 -1.89143
C -0.71137 4.36959 -2.91655
C -1.50839 4.14170 -4.23364
C -0.19885 2.12898 -1.62301
C 0.90430 1.81848 -2.25576
C 1.68727 0.62110 -2.04006
C 2.95828 0.27494 -2.57070
C 3.77861 1.04801 -3.55380
C 3.10514 1.17263 -4.90790
C 3.24876 -1.03117 -2.16677
C 2.17480 -1.37560 -1.33981
C 2.07034 -2.57945 -0.51943
C 1.93786 -2.31608 0.96777
N 0.92471 -1.53074 1.38266
C 1.07345 -1.49192 2.77773
C 0.05263 -0.97859 3.67456
C -0.99353 -0.25364 3.34450
N -1.17480 0.27894 2.03411
C -2.18828 1.18930 2.12178
C -2.47477 2.13294 1.11513
C -1.76655 2.22854 -0.06853
N -0.80219 1.45246 -0.52226
C -2.72742 1.21272 3.49592
C -2.03203 0.26994 4.25869
C -2.17954 -0.08728 5.76251
C -1.14098 0.56544 6.68245
C -3.95839 2.02743 3.84797
C -5.24536 1.19759 3.55794
C 2.21621 -2.17530 3.15732
C 2.79651 -2.72241 1.98599
C 4.00908 -3.66847 1.90190
C 5.30649 -2.84686 1.80173
C 2.80355 -2.22348 4.53919
C 3.77548 -1.10515 4.86330
N 1.24486 -0.37327 -1.21962
C 4.45066 -1.85966 -2.56403
C 4.33344 -2.25561 -4.08273
H -2.95391 6.11008 0.81902
H -1.38046 5.80821 0.19572
H -2.10014 4.72777 1.40996
H -2.92515 5.17242 -1.51928
H -3.90606 4.24059 -0.46663
H 0.33767 4.37724 -3.22880
H -0.96196 5.35173 -2.49482
H -1.28713 3.15928 -4.64996
H -1.13793 4.84515 -4.95382
H -2.61168 4.32945 -4.12338
H 1.41442 2.55138 -2.88169
H 4.76460 0.61633 -3.62505
H 3.99811 2.09480 -3.30190
H 2.78892 0.18071 -5.25317
H 3.80272 1.48174 -5.66916
H 2.28900 1.82740 -4.89362
H 2.90187 -3.31569 -0.76333
H 0.27054 -1.29378 4.71618
H -3.24837 2.84071 1.30043
H -2.12637 -1.18977 5.78476
H -3.17542 0.20376 6.01573
H -0.22760 0.01042 6.53184
H -1.32726 0.61705 7.73003
H -1.02133 1.60732 6.34393
H -3.96830 2.88477 3.26740
H -3.97768 2.40324 4.86772
H -5.23021 0.73084 2.60017
H -6.04229 1.89406 3.60581
H -5.39674 0.41401 4.30886
H 3.88676 -4.27202 1.00946
H 4.04346 -4.27050 2.80366
H 5.29589 -2.11349 1.00480
H 6.15337 -3.44053 1.57883
H 5.43887 -2.29082 2.72607
H 3.25205 -3.18849 4.77048
H 1.94808 -2.13722 5.17423
H 4.76614 -1.27180 4.45969
H 3.83414 -1.09139 5.95449
H 3.43227 -0.12361 4.56411
H 4.54607 -2.74605 -1.92186
H 5.35854 -1.29689 -2.43226
H 3.44175 -2.80992 -4.28709
H 5.20782 -2.86770 -4.32851
H 4.35598 -1.35589 -4.69932
N -2.55085 -3.74571 -1.01049
C -3.17637 -2.80944 -0.14907
N -4.40925 -2.98250 0.26486
N -4.62075 -1.86466 1.07258
N -3.56024 -1.09150 1.08830
N -2.59252 -1.68916 0.30072
C -1.19559 -3.81681 -1.07144
N -0.46219 -4.91725 -1.41337
N 0.78314 -4.59361 -1.28206
N 0.83285 -3.33225 -0.92707
N -0.34544 -2.79623 -0.80819
H -2.98312 -4.61048 -1.16981
C -1.28851 -0.17201 -4.47735
C -2.65622 0.32086 -4.00698
C -2.83722 -0.15796 -2.61221
O -1.63266 -0.71452 -2.21676
C -0.93725 -1.18240 -3.41621
H -0.60438 0.69071 -4.46217
H -1.33609 -0.61731 -5.48600
H -3.45142 -0.02903 -4.70724
H -2.63147 1.39474 -4.09088
H -3.58260 -0.94742 -2.52710
H -3.05165 0.56940 -1.86669
H -1.21633 -2.21458 -3.65425
H 0.08546 -1.31039 -3.11817
```

=====

# 5
The molecule C19H25N3O4S. Source: the OMol25 dataset; level of theory: ωB97M-V/def2-TZVPD.

Results
**SMILES string**: CCCCn1ccnc1C(=O)c1cc(S(=O)(=O)N2CCOCC2)ccc1C
**Maximum force**: 0.94 eV Å⁻¹
**ΔE to the lowest compared entry with this formula, charge and spin**: 289.8 kJ/mol
**Gap between HOMO and LUMO**: 9.05 eV
**HOMO level**: -9.3 eV

Structure (XYZ):
```
52
C19H25N3O4S, DFT ωB97M-V/def2-TZVPD
C 6.79950 0.48395 0.99004
C 6.22004 -0.77973 1.61511
C 4.74472 -0.98656 1.27766
H 4.17498 -0.11153 1.59511
C 4.51438 -1.20438 -0.22069
N 3.13756 -1.53352 -0.48512
C 2.64024 -2.78005 -0.63612
C 1.28042 -2.64285 -0.80730
N 0.94496 -1.34704 -0.75367
C 2.07216 -0.67709 -0.54695
C 2.15563 0.77677 -0.47706
O 3.21091 1.38524 -0.44139
C 0.82039 1.43794 -0.47194
C -0.15885 0.94550 0.38485
C -1.42089 1.49760 0.37333
C -1.73119 2.55390 -0.45978
C -0.74569 3.07177 -1.28135
C 0.53397 2.52561 -1.30780
C 1.57016 3.07583 -2.23550
H 2.45077 3.38219 -1.67530
H 1.18281 3.92862 -2.78616
H 1.88571 2.31259 -2.94590
H -0.97252 3.90902 -1.92500
H -2.73046 2.95802 -0.44051
S -2.70403 0.73838 1.35426
O -3.71103 1.70794 1.67248
O -2.11132 -0.00660 2.43043
N -3.35843 -0.29492 0.19182
C -2.54616 -1.46938 -0.06114
H -2.53122 -2.12260 0.82281
C -3.14291 -2.21624 -1.25641
H -3.05553 -1.58147 -2.15090
O -4.49226 -2.55557 -1.04081
C -5.26774 -1.40844 -0.78048
H -5.24805 -0.73850 -1.65286
C -4.74118 -0.65793 0.44239
H -4.82024 -1.30244 1.33012
H -5.29678 0.26283 0.61629
H -6.28611 -1.76025 -0.60915
H -2.61509 -3.15609 -1.42323
H -1.52758 -1.15409 -0.29176
H 0.05103 0.14697 1.07723
H 0.54109 -3.40177 -0.96604
H 3.26416 -3.65075 -0.62176
H 4.76111 -0.29215 -0.76565
H 5.13668 -2.02816 -0.58107
H 4.36676 -1.85526 1.82362
H 6.79567 -1.64903 1.28775
H 6.31210 -0.71387 2.70109
H 6.88046 0.38826 -0.08941
H 6.16651 1.33953 1.21119
H 7.79336 0.67726 1.38652
```

=====

# 6
A 2-piece molecular cluster, C2H9NS2 overall at a distorted geometry. Source: the OMol25 dataset; level of theory: ωB97M-V/def2-TZVPD.

Results
**SMILES string**: CCN.SS
**Maximum force**: 2.80 eV Å⁻¹
**ΔE to the lowest compared entry with this formula, charge and spin**: 137.3 kJ/mol
**Gap between HOMO and LUMO**: 8.85 eV
**HOMO level**: -9.3 eV

Structure (XYZ):
```
14
C2H9NS2, DFT ωB97M-V/def2-TZVPD
S -0.13117 -1.76286 -3.21712
S -0.23478 -1.36548 -1.00662
H 0.19977 -0.48718 -3.39547
H -1.42213 -0.70857 -1.16296
C 0.97373 2.48013 1.76348
C 0.02341 1.46297 2.60505
N -0.26344 1.95563 3.98501
H 0.33199 3.28864 1.42867
H 1.31896 2.02579 0.80663
H 1.80613 3.14397 2.30655
H 0.49708 0.44231 2.51418
H -1.00281 1.38707 2.07953
H 0.56438 2.41098 4.35472
H -0.57687 1.20232 4.54180
```